Here is a cluster of 4 separate species, C6H18ClO6 in total at a distorted geometry from the Open Molecules 2025 dataset. Energies are from the ωB97M-V functional and the def2-TZVPD basis.

```
! RIJCOSX wB97M-V def2-TZVPD def2/J DEFGRID3
* xyz -1 1
C -7.145 -8.457 8.775
O -3.459 -0.638 3.929
H -8.817 -4.006 3.713
H -7.583 -6.122 6.618
H -4.578 -1.886 6.267
H -8.354 -1.158 3.019
Cl -6.901 -4.899 4.773
O -7.437 -6.413 7.539
H -8.568 -9.395 9.808
C -7.250 -7.829 7.403
H -9.995 -0.368 3.093
O -8.468 -8.577 9.320
H -8.981 -2.269 4.791
C -9.810 -2.431 4.104
C -9.433 -1.301 3.004
H -6.412 -8.022 9.454
O -5.189 -2.403 4.489
H -5.746 -3.119 4.874
O -9.867 -1.713 1.674
H -5.301 0.379 4.388
H -3.995 0.685 5.362
H -2.570 -0.460 4.237
H -6.864 -9.502 8.597
H -9.602 -0.973 1.121
H -6.459 -8.037 6.680
C -4.447 -0.153 4.823
C -5.146 -1.375 5.483
O -9.670 -3.668 3.385
H -8.190 -8.236 7.017
H -10.803 -2.437 4.541
H -6.152 -1.139 5.837
*
```

Values from the calculation:
Gap between HOMO and LUMO (eV): 8.2
Energy above the lowest of the compared OMol25 structures with the same formula, charge and spin (kJ/mol): 208.4
Highest occupied orbital energy (Eh): -0.19262
LUMO level (eV): 2.99

***

Here is a cluster of 2 separate species, C4H9ClN in total at a distorted geometry from the Open Molecules 2025 dataset. Energies are from the ωB97M-V functional and the def2-TZVPD basis.

```
! RIJCOSX wB97M-V def2-TZVPD def2/J DEFGRID3
* xyz 1 1
C -0.173 -0.101 -1.096
H -0.265 -1.040 -1.436
C 0.649 1.035 1.137
H -3.291 1.092 -1.995
C 1.568 -1.112 0.516
H 1.299 -2.002 1.156
H -1.149 0.376 -1.093
N 0.450 -0.172 0.282
Cl -3.520 1.299 -0.650
C -0.328 0.249 1.472
H 1.891 -1.463 -0.410
H -1.315 -0.020 1.959
H 0.475 0.479 -1.774
H 2.326 -0.499 0.844
H 1.385 1.879 1.087
*
```

Values from the calculation:
Gap between HOMO and LUMO (eV): 11.3
Energy above the lowest of the compared OMol25 structures with the same formula, charge and spin (kJ/mol): 273.3
Highest occupied orbital energy (Eh): -0.55480
LUMO level (eV): -3.81

***

Here is an isolated molecule of C5H3N3 at a distorted geometry from the Open Molecules 2025 dataset. Energies are from the ωB97M-V functional and the def2-TZVPD basis.

```
! RIJCOSX wB97M-V def2-TZVPD def2/J DEFGRID3
* xyz 0 1
C 2.096 -1.562 0.439
C -0.662 0.864 -0.098
N 0.859 -1.085 0.363
H -2.431 0.620 -0.943
C 3.194 -1.987 0.609
C 0.230 -0.031 -0.222
N -3.304 3.306 -0.652
N -1.845 1.341 -0.512
C -2.451 2.541 -0.531
H 0.169 -1.514 0.981
H 4.144 -2.493 0.567
*
```

Values from the calculation:
Gap between HOMO and LUMO (eV): 8.8
Energy above the lowest of the compared OMol25 structures with the same formula, charge and spin (kJ/mol): 501.2
Highest occupied orbital energy (Eh): -0.32107
LUMO level (eV): 0.03
SMILES: C#CNC#CNC#N

***

Here is an isolated molecule of C5H4N2O at a distorted geometry from the Open Molecules 2025 dataset. Energies are from the ωB97M-V functional and the def2-TZVPD basis.

```
! RIJCOSX wB97M-V def2-TZVPD def2/J DEFGRID3
* xyz 0 1
C -0.049 -1.390 -1.118
C -0.087 -0.034 0.760
N 0.110 -0.083 -1.535
N 0.447 2.171 1.148
C 0.153 0.624 -0.364
O 0.415 1.945 -0.173
H -0.027 0.972 2.858
H -0.049 -2.136 -1.909
C 0.137 1.022 1.753
H -0.067 0.447 -2.560
C -0.325 -1.393 0.266
H -0.659 -2.146 0.874
*
```

Values from the calculation:
Gap between HOMO and LUMO (eV): 9.3
Energy above the lowest of the compared OMol25 structures with the same formula, charge and spin (kJ/mol): 243.4
Highest occupied orbital energy (Eh): -0.31784
LUMO level (eV): 0.65
SMILES: c1cc2cnoc2[nH]1

***

Question: Among the records above, which one has the lowest LUMO level?
Answer: C4H9ClN